[1]
The following is a DFT calculation (the ωB97M-V functional and the def2-TZVPD basis) of a cluster of 5 separate species, C20H50O5 in total at a distorted geometry.

```
75
Properties=species:S:1:pos:R:3:forces:R:3:lowdin_charge:R:1
C 47.674282 -54.285714 -47.138057 -0.4 -0.8 -0.9 -0.097
C 48.675376 -53.476721 -46.264926 1.1 -3.1 -2.0 -0.246
O 49.473699 -52.609809 -47.150957 -1.1 -0.3 2.0 -0.120
C 50.487909 -52.028689 -46.336986 -1.6 -2.6 2.6 -0.353
C 51.416542 -51.269108 -47.084883 3.8 0.3 -0.8 -0.082
H 47.105971 -53.502207 -47.522677 -1.0 1.4 -1.7 0.027
H 46.832968 -54.728760 -46.584660 0.8 -0.5 0.5 0.066
H 47.942306 -55.024295 -48.046059 0.1 1.9 2.4 0.129
H 49.379368 -54.261212 -45.937040 0.1 0.5 0.5 0.105
H 48.144645 -53.110475 -45.370251 0.4 0.9 -0.6 0.125
H 50.856241 -52.822037 -45.600529 0.6 0.4 -1.5 0.137
H 50.093939 -51.409421 -45.591252 -1.6 1.4 1.0 0.058
H 52.215197 -50.765010 -46.502620 -0.9 0.0 0.3 0.086
H 50.964317 -50.572293 -47.740592 -0.5 0.7 -0.7 0.080
H 52.046454 -51.954765 -47.616761 0.2 -0.3 -1.2 0.081
C 54.286230 -47.011286 -43.892307 0.5 1.2 -6.3 -0.015
C 53.199619 -47.705599 -44.728963 2.0 1.7 2.3 -0.311
O 52.694324 -46.930388 -45.692117 -0.8 2.0 -3.9 -0.102
C 51.549622 -47.506973 -46.392482 7.0 -2.7 -0.6 -0.270
C 51.279377 -46.728062 -47.516206 -4.0 4.5 -2.6 -0.095
H 55.037884 -46.473208 -44.589522 -1.0 -1.0 0.6 0.124
H 54.838414 -47.630431 -43.351639 2.2 -3.0 2.4 0.004
H 54.004695 -46.245864 -43.323736 -1.9 3.0 2.5 0.020
H 52.378395 -47.787322 -44.163467 -2.7 -1.6 3.4 0.073
H 53.563630 -48.645106 -44.958028 0.6 -2.2 -1.4 0.086
H 50.835800 -47.765979 -45.785763 -4.5 -0.3 3.8 0.052
H 51.866584 -48.548630 -46.677883 0.2 0.6 -0.3 0.120
H 50.372057 -47.045924 -48.149086 1.0 0.4 1.4 0.120
H 51.984923 -46.527129 -48.246461 2.2 -0.7 -1.2 0.050
H 51.166722 -45.621113 -47.197717 -0.7 -1.5 -0.2 0.121
C 49.702817 -49.559186 -43.509080 -1.5 -0.7 -0.7 -0.108
C 50.590697 -50.501333 -42.718829 0.6 -0.6 -5.1 -0.252
O 51.952064 -50.039794 -42.905447 -2.2 0.6 0.8 -0.141
C 52.903602 -51.010682 -42.700846 -0.1 -0.3 1.6 -0.299
C 54.195105 -50.382075 -42.658178 3.9 -5.5 -0.9 -0.080
H 50.043208 -49.523550 -44.601512 -0.7 0.0 1.5 0.069
H 49.674492 -48.531615 -43.094475 -0.2 -0.6 -0.2 0.076
H 48.664530 -50.141463 -43.395972 1.8 1.9 -0.6 0.124
H 50.486793 -51.441232 -43.453876 0.3 1.1 2.4 0.137
H 50.093413 -50.586749 -41.782535 0.8 -0.6 1.5 0.104
H 52.772124 -51.832745 -43.351820 0.0 -1.2 -0.6 0.121
H 53.055235 -51.201840 -41.687307 -2.1 -2.2 2.4 0.102
H 55.154308 -50.983318 -42.384720 -2.1 0.6 -0.2 0.152
H 54.151106 -49.564058 -42.168249 -0.3 5.3 4.5 0.012
H 54.362623 -50.020390 -43.533741 1.8 2.1 -6.1 -0.007
C 55.633112 -45.725888 -39.882809 -4.0 -5.8 -0.2 -0.044
C 54.389774 -45.445040 -39.115729 2.2 1.0 3.9 -0.301
O 53.570289 -46.509440 -38.900598 0.5 -0.6 1.0 -0.078
C 52.792270 -46.902668 -39.976300 4.0 -3.5 9.4 -0.291
C 52.389075 -48.231966 -39.741779 7.1 -3.3 10.1 -0.026
H 55.337461 -46.394602 -40.750827 0.5 1.0 0.5 0.106
H 56.241592 -46.321805 -39.305422 1.6 -1.4 1.3 0.057
H 56.125436 -44.950340 -40.159623 3.0 5.2 -2.0 0.013
H 53.885818 -44.739087 -39.634429 -1.9 2.8 -1.5 0.078
H 54.661444 -44.987051 -38.018143 -0.6 -1.0 -2.6 0.176
H 53.099422 -46.828686 -40.831001 5.4 0.6 -9.4 0.046
H 52.038488 -46.390811 -40.097794 -8.3 5.8 0.0 0.072
H 51.943091 -48.434216 -38.751596 -0.3 0.6 -0.5 0.118
H 53.186398 -49.036936 -39.740812 -0.5 1.1 -0.6 0.126
H 51.836294 -48.286561 -40.428114 -8.8 -2.8 -9.7 -0.037
C 55.981663 -51.301484 -46.466172 1.5 -5.6 -0.7 -0.066
C 57.271306 -51.527718 -45.616317 -2.9 4.6 0.3 -0.201
O 57.995645 -50.259278 -45.648689 -0.7 -1.4 1.6 -0.165
C 57.362409 -49.330552 -44.727047 1.6 0.6 -2.2 -0.251
C 58.408834 -48.258363 -44.499297 -2.2 0.4 -5.5 -0.066
H 55.482827 -50.450437 -46.629901 -1.0 3.8 -0.2 0.010
H 55.155839 -52.013357 -46.286462 0.4 -0.1 0.6 0.075
H 56.372177 -51.737418 -47.401091 -0.7 0.9 -0.5 0.077
H 57.777510 -52.177668 -46.198147 2.2 -2.3 -1.0 0.071
H 56.978432 -51.852146 -44.630609 0.6 -0.1 0.6 0.103
H 57.278816 -49.716752 -43.739750 -1.3 -1.2 0.6 0.100
H 56.459370 -48.957763 -45.312113 0.7 -0.2 1.7 0.132
H 58.189561 -47.667854 -43.738220 -2.2 3.3 3.2 0.014
H 58.401204 -47.631063 -45.463632 0.9 -0.8 1.6 0.123
H 59.302868 -48.534242 -44.098600 3.0 -1.8 -0.2 0.050
```
Positions in Å, forces in eV/Å.

As for the orbital gap: 10.2206 eV. As for the LUMO energy: 0.71 eV. As for the structure (SMILES): CCOCC.CCOCC.CCOCC.CCOCC.CCOCC. The calculation puts the relative energy (zero: lowest compared OMol25 entry of this formula, charge and spin) at 428.18 kJ/mol. The value obtained for the total energy is -1167.65288 a.u.

[2]
The following is a DFT calculation (the ωB97M-V functional and the def2-TZVPD basis) of a structure of composition C20H51BNO14V2 at a distorted geometry.

```
89
Properties=species:S:1:pos:R:3:forces:R:3:lowdin_spin:R:1
O 0.918517 3.383523 2.561432 -0.5 -1.3 -0.6 -0.184
V -0.156077 2.269024 2.324260 0.7 1.9 -0.2 1.094
O -0.948341 1.169592 -2.430870 -0.4 0.0 0.7 -0.155
V -1.455019 1.147244 -0.949775 0.5 0.7 1.2 1.127
C -1.673827 3.467740 0.380777 -2.0 -7.2 5.3 0.005
O -2.612241 2.766630 -0.165795 -2.2 0.7 -3.2 0.003
O -0.556410 2.991697 0.085017 5.8 -1.2 -3.6 -0.007
O -1.763216 3.561596 1.655365 -1.0 3.2 1.5 0.015
C 0.213896 -0.024656 0.868173 -2.4 6.5 -3.5 0.014
O 1.047207 0.672841 1.495745 3.3 -1.4 1.9 0.009
O 0.220568 -0.226376 -0.411477 1.6 -2.3 -0.5 0.015
O -0.971617 0.421924 1.160776 -4.1 -0.5 1.9 0.002
B -0.787701 2.070974 4.517944 -0.8 -0.3 0.8 0.031
H -1.030091 3.108670 4.177452 -0.7 2.6 -0.3 0.018
H 0.295015 1.894052 4.286811 2.8 -0.7 -0.7 0.001
H -0.945655 1.838567 5.634744 -0.2 -0.2 1.2 0.001
H -1.427900 1.385946 3.885946 -1.5 -1.8 -1.5 0.000
C -0.702866 -3.740645 -0.113631 0.0 -0.5 0.6 0.000
O -1.867523 -3.094326 -0.557335 -0.2 0.6 0.1 0.000
C -1.693895 -2.367122 -1.756535 0.6 0.2 -0.4 0.000
C -2.909654 -1.519506 -2.068525 0.4 -0.9 -0.1 0.001
N -3.146684 -0.478955 -1.062354 -0.3 0.6 -0.7 -0.001
C -4.464729 0.192970 -1.323912 0.5 0.2 0.3 0.003
C -4.586927 0.852474 -2.674358 -0.6 0.5 0.0 0.000
O -3.618457 1.861355 -2.779443 0.4 -0.7 -0.3 0.007
C -3.637566 2.525086 -4.020187 -0.1 0.3 0.3 0.000
H -0.501608 -4.650591 -0.688403 0.1 0.1 -0.2 0.000
H -0.890799 -4.059744 0.913441 -0.1 0.0 0.0 0.000
H 0.192657 -3.116883 -0.073049 -0.1 0.3 -0.3 0.000
H -1.524283 -3.076117 -2.575672 -0.1 0.0 -0.2 0.000
H -0.819579 -1.711119 -1.717812 0.0 -0.2 0.2 0.000
H -3.742090 -2.236290 -2.118944 -0.3 0.4 0.0 0.000
H -2.757639 -1.073883 -3.050077 0.0 0.0 0.0 0.000
H -3.344118 -1.000622 -0.203643 0.6 0.5 0.5 0.000
H -4.557263 0.988141 -0.582182 -0.1 -0.2 0.2 0.000
H -5.253467 -0.552508 -1.197220 -0.1 0.1 0.0 0.000
H -5.558832 1.361096 -2.736827 -0.3 -0.3 0.2 0.000
H -4.596935 0.136057 -3.502922 0.5 0.0 -0.1 0.000
H -3.452134 1.890476 -4.892594 0.0 -0.3 0.2 0.000
H -2.845968 3.269904 -3.981301 -0.1 0.1 0.0 0.000
H -4.617490 3.001409 -4.137943 0.0 0.2 -0.2 0.000
C 4.230958 1.635416 2.396865 0.8 1.0 0.4 0.000
C 4.520018 0.300641 1.741736 -0.7 -0.1 0.9 0.000
C 5.790887 -0.337880 2.265215 0.4 -0.5 -0.3 0.000
O 3.482180 -0.591492 2.135699 -0.3 -0.4 -0.2 0.000
H 3.988456 1.573832 3.461354 -0.3 -0.6 -0.1 0.000
H 3.439511 2.197226 1.899723 0.0 0.0 0.0 0.000
H 5.135075 2.256084 2.447517 0.0 0.1 -0.5 0.000
H 4.452839 0.421492 0.653959 0.6 -0.1 0.0 0.000
H 6.692913 0.263105 2.135610 -0.2 0.2 0.0 0.000
H 6.002451 -1.303015 1.795447 -0.2 0.1 -0.2 0.000
H 5.659139 -0.579283 3.321306 0.0 0.3 0.1 0.000
H 2.645897 -0.112145 2.012925 0.0 -0.1 -0.1 0.000
C 2.957192 -2.847789 -3.718973 0.6 -0.9 0.9 0.000
C 2.128383 -2.462805 -2.499320 -0.1 -0.4 0.1 0.000
C 2.859477 -2.533033 -1.148418 0.7 0.2 -0.2 0.000
O 1.623027 -1.164095 -2.777511 0.0 -0.3 0.6 0.000
H 3.655276 -2.048912 -3.965965 -0.4 0.3 -0.4 0.000
H 2.298978 -3.215233 -4.502763 0.2 0.6 -0.4 0.000
H 3.627755 -3.685903 -3.487286 -0.2 -0.1 0.2 0.000
H 1.304222 -3.190784 -2.424526 -0.2 0.2 -0.1 0.000
H 2.554156 -1.718408 -0.490715 0.0 0.0 0.0 0.000
H 3.941319 -2.460088 -1.298443 0.0 0.3 0.1 0.000
H 2.725023 -3.459649 -0.586701 -0.3 -0.1 -0.3 0.000
H 1.248272 -0.851333 -1.933102 -0.1 0.4 -0.3 0.000
C -2.337613 -2.485435 3.239338 0.2 0.4 -1.3 0.000
C -3.551329 -2.338400 2.304493 -0.2 -0.2 1.7 0.000
C -4.835080 -2.513301 3.138163 -0.6 -0.5 -0.9 0.000
O -3.558822 -1.052323 1.700095 0.5 -0.2 0.1 0.000
H -2.222745 -3.520432 3.555474 -0.1 0.1 0.3 0.000
H -2.361026 -1.771269 4.061692 -0.2 -0.2 0.2 0.000
H -1.461276 -2.222581 2.633257 0.2 -0.2 0.2 0.000
H -3.493205 -3.119163 1.539328 0.0 0.1 -0.1 0.000
H -5.285575 -1.564893 3.426507 0.4 0.1 0.2 0.000
H -4.698247 -3.156697 4.006824 0.2 0.1 0.1 0.000
H -5.597421 -3.009212 2.525525 0.0 0.0 0.0 0.000
H -2.654914 -0.709119 1.831202 -0.2 0.4 -0.4 0.000
C 4.402840 3.543584 -0.884923 -0.2 0.1 0.7 0.000
C 2.906390 3.390236 -1.147341 0.2 0.3 -0.4 0.000
C 2.571140 2.025229 -1.718842 -0.6 0.0 0.6 0.000
O 2.178737 3.686413 0.027258 0.5 -0.2 0.2 0.000
H 4.636335 4.573618 -0.606260 0.1 0.1 -0.3 0.000
H 4.992631 3.215862 -1.740328 0.0 0.2 -0.1 0.000
H 4.730728 2.955777 -0.023451 -0.2 -0.2 -0.1 0.000
H 2.617782 4.156551 -1.881848 0.2 -0.1 -0.3 0.000
H 2.832070 1.224154 -1.021785 0.2 0.1 0.0 0.000
H 3.038691 1.838237 -2.683814 -0.1 0.0 -0.1 0.000
H 1.481549 1.980575 -1.794171 0.1 -0.2 -0.4 0.000
H 1.235698 3.486991 -0.095126 0.2 0.1 0.0 0.000
```
Positions in Å, forces in eV/Å.

As for the orbital gap (spin up / spin down): 8.4230 / 9.1041 eV. As for the LUMO energy (spin up / spin down): 2.23 / 2.23 eV. As for the net charge: -1. The calculation puts the relative energy (zero: lowest compared OMol25 entry of this formula, charge and spin) at 0.00 kJ/mol. As for the expectation value of S²: 2.0419. The spin multiplicity is 3. The value obtained for the total energy is -3813.68742 a.u.